[1]
{
  "formula": "C20H28BrF6N5O6S2Tl",
  "method": "ωB97M-V/def2-TZVPD",
  "species": ["Tl", "Br", "S", "S", "F", "F", "F", "F", "F", "F", "O", "O", "O", "O", "O", "O", "N", "N", "N", "N", "N", "C", "C", "C", "C", "C", "C", "C", "C", "C", "C", "C", "C", "C", "C", "C", "C", "C", "C", "C", "C", "H", "H", "H", "H", "H", "H", "H", "H", "H", "H", "H", "H", "H", "H", "H", "H", "H", "H", "H", "H", "H", "H", "H", "H", "H", "H", "H", "H"],
  "positions_angstrom": [[-0.314, 0.121, 0.193], [7.842, -0.934, -0.704], [-0.381, 0.738, -3.008], [-0.041, -2.083, -2.012], [1.480, 1.820, -4.425], [-1.442, -2.722, -4.109], [2.220, 0.417, -2.952], [1.249, -0.311, -4.746], [-1.144, -4.342, -2.697], [-2.558, -2.764, -2.255], [1.670, 0.777, -0.003], [-0.209, -2.377, -0.589], [-1.348, 0.844, -4.047], [-0.294, 1.784, -2.010], [2.452, -1.299, -0.190], [1.161, -2.405, -2.690], [-2.465, -0.582, 0.051], [-0.687, 2.159, 1.409], [0.052, -0.608, 2.478], [-2.738, -1.821, 0.538], [-0.568, -0.594, -2.135], [-1.384, -3.047, -2.828], [-1.968, 2.828, 1.115], [1.268, 0.651, -3.841], [-3.570, -0.168, -0.573], [-4.506, -3.555, 0.569], [6.340, 0.210, -0.636], [-4.559, -1.152, -0.460], [6.519, 1.580, -0.764], [3.981, 0.519, -0.411], [2.634, -0.101, -0.228], [-3.643, 1.099, -1.349], [1.216, -1.515, 2.581], [4.144, 1.893, -0.541], [-1.099, -1.242, 3.144], [5.080, -0.332, -0.463], [0.376, 0.686, 3.119], [0.412, 3.108, 1.115], [-0.665, 1.754, 2.831], [-3.985, -2.207, 0.216], [5.414, 2.418, -0.719], [-2.122, 3.662, 1.806], [-1.209, -2.261, 2.781], [3.279, 2.541, -0.519], [1.353, 0.999, 2.750], [2.101, -1.032, 2.179], [-1.660, 1.392, 3.090], [-0.926, -1.288, 4.223], [-2.025, -0.705, 2.948], [1.384, -1.777, 3.630], [-1.964, -2.428, 0.761], [-2.933, 1.849, -1.008], [1.034, -2.415, 1.999], [0.459, 0.547, 4.202], [1.370, 2.684, 1.395], [-5.560, -1.102, -0.853], [-4.647, 1.515, -1.310], [-1.943, 3.221, 0.100], [-4.639, -3.654, 1.646], [-3.821, -4.334, 0.233], [-3.408, 0.881, -2.392], [5.551, 3.486, -0.829], [0.431, 3.308, 0.045], [-0.472, 2.633, 3.454], [4.935, -1.400, -0.376], [-5.468, -3.717, 0.090], [7.512, 1.984, -0.902], [0.239, 4.038, 1.664], [-2.793, 2.124, 1.221]],
  "total_energy_ha": -5645.96110,
  "total_charge": 1,
  "homo_lumo_gap_ev": 7.378
}

[2]
{
  "formula": "CH3ClOS2",
  "method": "ωB97M-V/def2-TZVPD",
  "species": ["Cl", "S", "S", "O", "C", "H", "H", "H"],
  "positions_angstrom": [[-2.047, -0.370, -1.885], [0.850, -1.067, -0.177], [0.858, 0.127, -1.843], [0.916, 1.500, -1.461], [-0.083, -0.154, 1.124], [0.668, 0.252, 1.926], [-0.549, 0.658, 0.635], [-0.613, -0.946, 1.682]],
  "total_energy_ha": -1371.62477,
  "e_above_lowest_kj_mol": 181.5,
  "total_charge": 0,
  "homo_lumo_gap_ev": [7.117, 6.303]
}

[3]
{
  "formula": "C3HF5O3S",
  "method": "ωB97M-V/def2-TZVPD",
  "species": ["S", "F", "F", "F", "F", "F", "O", "O", "O", "C", "C", "C", "H"],
  "positions_angstrom": [[-0.672, -1.174, 2.003], [0.434, 0.845, 0.925], [1.819, -0.972, -0.670], [-1.820, 1.654, -0.042], [0.845, -0.274, -2.483], [2.305, 0.996, -1.407], [-0.945, -1.350, 0.638], [-1.772, -0.976, 2.891], [0.664, -1.351, 2.522], [1.330, 0.056, -1.250], [0.132, 0.614, -0.363], [-0.974, 1.083, -0.850], [-1.345, 0.849, -1.913]],
  "total_energy_ha": -1238.07208,
  "smiles": "F/C=C(\\F)C(F)(F)F.O=S(=O)=O",
  "e_above_lowest_kj_mol": 86.3,
  "total_charge": 0,
  "homo_lumo_gap_ev": 10.021
}